A molecular structure, C16H46B3NO12 at a distorted geometry, computed with wB97M-V/def2-TZVPD.

CARTESIAN COORDINATES (ANGSTROEM)
C -0.70766 0.61557 -1.81567
C -2.03285 0.44877 -1.13784
O -2.88604 1.29580 -1.16311
O -2.24269 -0.72275 -0.48236
C -1.29077 -1.04834 0.55209
C -1.04153 0.07752 1.55345
C 0.39817 0.62772 1.55403
C 0.44063 2.16883 1.70082
B 1.74691 2.66136 2.40828
O 1.79611 2.94071 3.76810
B 2.16154 4.27263 3.95214
O 3.12631 4.81248 3.15010
B 3.17018 4.31556 1.83000
N 3.38839 5.13834 0.72999
C 2.87211 5.03435 -0.43591
C 1.58745 5.71865 -0.77711
C 3.50267 4.22237 -1.52730
O 2.91306 2.93343 1.70066
H -0.87099 1.11177 -2.76736
H -0.11001 1.29008 -1.20201
H -0.15850 -0.31018 -1.94771
H -0.36149 -1.41650 0.11519
H -1.72875 -1.89944 1.06371
H -1.77092 0.87681 1.44283
H -1.20629 -0.35519 2.53892
H 0.94132 0.18587 2.38730
H 0.90865 0.33822 0.63761
H 0.37090 2.63552 0.71634
H -0.40704 2.46678 2.31643
H 1.57873 4.92186 4.76200
H 1.62865 6.15534 -1.77338
H 1.37453 6.48431 -0.03909
H 0.77031 4.99350 -0.78228
H 3.39055 4.70015 -2.49798
H 4.55847 4.09688 -1.30970
H 3.02287 3.24350 -1.55483
C 1.03367 7.91544 2.90125
O 0.19803 6.93655 2.28251
H 1.98590 7.44204 3.12009
H 1.20375 8.76673 2.23541
H 0.59397 8.27087 3.83582
H -0.64895 7.34469 2.08964
C -5.53174 -2.28102 -1.22310
O -4.23991 -2.67513 -0.77348
H -6.23620 -3.05900 -0.93373
H -5.84104 -1.33983 -0.76224
H -5.56033 -2.17060 -2.31068
H -3.60948 -1.99006 -1.03000
C -4.21953 -5.96478 -2.09993
O -3.70452 -5.50158 -0.86559
H -3.64794 -6.84467 -2.39088
H -5.27187 -6.25019 -2.00831
H -4.11097 -5.20397 -2.87944
H -4.21097 -4.71911 -0.60993
C 4.37678 9.99830 3.68309
O 3.50823 9.40992 4.64495
H 4.88118 9.18546 3.16745
H 3.82102 10.58942 2.94963
H 5.12814 10.63449 4.15821
H 3.05689 10.11954 5.10751
C -1.91907 -9.40496 -3.25989
O -1.42204 -8.91538 -2.01656
H -1.33591 -10.27903 -3.53483
H -2.97000 -9.69308 -3.16719
H -1.80968 -8.64702 -4.03990
H -1.93679 -8.14066 -1.77649
C -0.34388 -4.81375 0.96575
O 0.63130 -3.85357 1.37987
H -0.96178 -4.34737 0.20265
H 0.12874 -5.70121 0.53902
H -0.98458 -5.11481 1.79775
H 1.17845 -4.26109 2.05469
C 1.83187 -9.75253 -4.82197
O 0.94015 -10.71666 -5.37924
H 1.77150 -8.84858 -5.42138
H 1.55231 -9.51880 -3.79136
H 2.85772 -10.12943 -4.84569
H 1.00463 -11.50788 -4.83985

Cartesian forces, eV/Å:
0.2 0.2 0.1
-0.3 0.6 0.0
0.2 -0.5 -0.2
-0.2 0.2 0.1
0.1 -0.5 0.2
0.4 -0.4 0.2
-0.3 0.5 0.0
0.2 -0.5 0.3
0.8 -0.6 0.2
-0.9 0.6 -0.3
0.4 -0.3 0.5
-0.4 0.4 -0.3
1.2 0.3 0.7
-1.1 -0.9 -0.7
0.7 0.1 0.4
-0.1 0.2 0.0
0.4 0.4 0.0
-1.0 0.6 -0.6
0.0 0.0 -0.1
0.1 0.0 0.0
0.0 -0.1 0.0
0.1 0.1 -0.1
-0.2 -0.1 -0.1
-0.1 0.0 -0.2
-0.2 0.1 0.1
0.1 -0.2 0.0
0.2 -0.1 0.0
-0.2 0.1 0.0
-0.1 0.2 -0.1
0.3 0.0 0.2
0.0 0.0 -0.1
-0.2 0.0 0.1
0.0 -0.1 0.0
-0.1 -0.1 -0.1
0.1 -0.2 0.0
-0.1 -0.1 0.0
-0.1 -0.1 0.0
0.1 0.0 -0.1
0.0 0.0 0.0
0.0 0.0 0.0
0.1 0.0 0.0
-0.1 0.0 0.0
0.2 0.1 0.0
-0.4 -0.1 -0.2
0.0 0.0 0.0
0.0 0.0 0.0
0.0 0.0 0.0
0.1 0.0 0.3
0.0 0.2 0.2
-0.1 -0.3 0.1
0.0 0.0 0.0
0.0 0.0 -0.1
-0.1 -0.1 -0.1
0.4 0.2 -0.1
-0.1 0.0 0.1
0.1 0.0 -0.1
0.0 0.0 0.0
0.0 0.0 0.0
0.0 0.0 0.0
0.0 0.0 0.1
-0.1 0.3 0.3
0.1 -0.2 -0.1
0.1 0.0 0.0
0.0 0.0 -0.1
0.0 -0.1 -0.1
0.0 0.0 0.1
0.1 0.1 0.1
-0.2 0.0 -0.1
0.0 0.0 0.0
0.0 0.0 0.0
0.0 0.0 0.0
0.1 0.0 0.0
-0.1 -0.3 0.1
0.0 0.2 0.0
-0.1 0.0 -0.1
0.1 0.1 0.0
0.1 0.1 0.0
0.0 -0.1 0.0

The gap between HOMO and LUMO comes out at 9.48 eV. The value obtained for the HOMO energy is -9.00 eV. Its total energy is -1669.5513 hartree. As for the LUMO energy: 0.48 eV. Its net charge is 0. The value obtained for the energy above the lowest of the compared OMol25 structures with the same formula, charge and spin is 0.3390 eV.

***

A molecular structure, C16H46IN11O23P at a distorted geometry, computed with wB97M-V/def2-TZVPD.

CARTESIAN COORDINATES (ANGSTROEM)
C 2.77747 -0.15323 1.17520
O 2.42146 1.23457 1.06819
C 1.15376 1.40205 0.51228
C -0.00632 1.04370 1.47340
C -1.31775 1.44075 0.77495
C -2.48061 0.48305 1.14807
P -2.11561 -1.11030 0.27641
I -2.19229 -2.88836 1.92632
H 3.25260 -0.36738 2.13365
H 3.50731 -0.36898 0.38816
H 1.89780 -0.76743 0.97256
H 0.99559 0.80533 -0.40621
H 1.03089 2.45952 0.25162
H 0.11250 1.63544 2.38444
H 0.06872 -0.02928 1.70021
H -1.60110 2.44705 1.08871
H -1.23146 1.41516 -0.32001
H -3.45918 0.86609 0.84852
H -2.48911 0.33072 2.22881
H -0.80707 -1.09840 -0.24888
H -3.11057 -1.27084 -0.70375
C -1.65493 -0.50865 5.85077
N -2.21647 0.68403 5.15934
O -3.18137 0.51674 4.43041
O -1.67450 1.74360 5.36865
H -2.23853 -1.37812 5.56985
H -0.62108 -0.61322 5.53299
H -1.71858 -0.32668 6.91962
C -6.08554 3.14295 -0.50256
N -4.97334 2.80314 -1.43314
O -5.26045 2.28707 -2.49288
O -3.84263 3.06826 -1.06612
H -7.02410 2.85252 -0.96215
H -5.91724 2.59506 0.42082
H -6.05165 4.21516 -0.33103
C -9.43795 1.59040 -3.65770
N -9.83916 1.92513 -2.26390
O -10.98334 1.71261 -1.94018
O -8.97659 2.39493 -1.54122
H -10.29922 1.18642 -4.17705
H -9.09465 2.50733 -4.12798
H -8.63823 0.85765 -3.60049
C 0.05084 -7.15956 0.83091
N 0.06737 -5.70644 1.14935
O 1.13726 -5.16875 1.29904
O -1.01686 -5.13649 1.24029
H 1.07290 -7.51656 0.78421
H -0.49788 -7.66291 1.62124
H -0.44562 -7.27849 -0.12852
C 3.07750 -4.46022 -1.33104
N 3.12565 -2.99537 -1.06268
O 4.21293 -2.48035 -0.91985
O 2.05899 -2.40595 -1.00423
H 4.08953 -4.84140 -1.35265
H 2.50785 -4.91833 -0.52763
H 2.58920 -4.59902 -2.28583
C 2.22295 5.09944 2.03706
N 1.20670 5.69932 1.13375
O 1.36832 6.84433 0.78191
O 0.27283 4.98574 0.80369
H 2.98827 5.83839 2.24320
H 1.71325 4.80286 2.94974
H 2.64545 4.23798 1.52356
C 2.00228 10.09539 -0.21966
N 3.32608 10.77480 -0.21630
O 3.88816 10.91786 -1.28188
O 3.75029 11.13941 0.86139
H 1.75267 9.82765 -1.23992
H 2.08697 9.20968 0.40273
H 1.27615 10.79322 0.18753
C 4.37322 -8.32444 -3.70422
N 3.96741 -7.33146 -2.67274
O 2.91117 -6.74422 -2.83401
O 4.71924 -7.17360 -1.73595
H 3.60950 -8.35672 -4.47260
H 5.32478 -7.99851 -4.11435
H 4.46943 -9.28673 -3.20983
C -2.59686 -11.09691 0.59704
N -1.27512 -10.41348 0.63479
O -0.70017 -10.23308 -0.41916
O -0.85808 -10.07878 1.72642
H -2.83470 -11.33264 -0.43378
H -2.51401 -12.00070 1.19373
H -3.32917 -10.41518 1.01983
C 1.40532 5.31940 -2.76723
N 2.73055 5.99801 -2.78492
O 3.27683 6.13931 -3.85868
O 3.16699 6.36234 -1.71320
H 1.14042 5.05093 -3.78372
H 1.49982 4.43524 -2.14291
H 0.68573 6.01743 -2.34826
C 6.24745 1.47810 -0.50760
N 5.56452 2.25980 0.55840
O 5.57611 1.80771 1.68466
O 5.03510 3.29833 0.22717
H 6.66444 0.58072 -0.06491
H 5.50273 1.23080 -1.25888
H 7.02990 2.10654 -0.92319

Cartesian forces, eV/Å:
0.4 0.5 -0.7
0.0 -0.4 0.2
-0.7 0.2 0.3
0.4 0.5 -0.9
-0.5 -0.5 0.4
0.8 0.2 -0.3
-0.7 0.2 2.2
-0.6 1.9 -0.8
-0.3 0.1 0.1
-0.1 -0.1 0.1
0.2 -0.2 0.3
0.3 0.1 0.0
0.2 -0.1 0.0
0.0 -0.3 0.1
-0.2 0.1 0.2
0.0 0.0 -0.3
0.2 0.4 0.1
0.1 -0.2 -0.2
-0.1 -0.3 -0.1
-0.4 0.0 -0.2
0.5 -0.3 -0.1
-0.1 -0.2 0.0
0.0 0.0 0.1
0.2 0.0 0.0
0.0 0.0 -0.1
-0.1 0.1 0.0
0.0 0.1 0.1
0.1 0.1 0.0
-0.3 0.0 -0.1
-0.2 0.1 0.0
0.2 0.0 0.1
0.0 -0.2 0.0
0.2 0.0 0.0
0.1 0.1 0.0
0.1 0.0 0.1
-0.1 -0.1 -0.2
-0.1 0.0 -0.1
0.1 0.0 0.1
-0.2 -0.1 0.0
0.0 0.0 0.1
0.1 0.0 0.1
0.1 0.1 0.0
0.1 -0.1 0.0
-0.1 -0.3 -0.1
-0.1 0.2 0.1
1.0 -1.4 -0.3
0.0 0.1 0.0
-0.1 0.0 -0.1
-0.1 0.0 0.1
0.1 0.2 0.1
0.1 -0.2 0.1
-0.1 0.1 0.0
0.0 0.0 -0.1
0.0 0.1 0.0
0.0 0.0 -0.1
-0.1 0.1 0.0
0.2 0.0 0.1
0.2 0.0 0.1
-0.2 0.0 0.0
0.0 0.0 -0.1
0.0 0.0 -0.1
0.0 -0.1 -0.1
0.0 0.0 0.1
-0.1 -0.1 -0.1
0.0 0.0 -0.1
0.0 0.0 0.1
0.0 0.0 -0.1
0.1 0.0 0.0
0.0 0.1 0.1
0.1 0.0 0.1
-0.1 -0.1 -0.2
0.0 -0.1 -0.2
0.1 -0.4 0.0
-0.1 0.0 0.0
0.0 0.1 0.1
0.0 0.0 0.1
0.1 0.1 0.0
-0.1 -0.1 -0.2
0.0 -0.1 -0.1
0.0 0.1 0.1
0.0 0.0 -0.1
0.1 0.0 0.0
0.0 0.1 0.1
0.1 0.0 0.1
-0.1 -0.1 -0.2
0.0 0.0 -0.1
0.0 0.0 0.1
0.0 0.0 0.0
0.1 0.0 0.0
0.0 0.1 0.1
0.1 -0.1 0.1
0.1 -0.2 0.0
-0.1 -0.1 0.1
0.0 0.0 0.0
-0.1 0.1 0.0
0.0 0.0 0.1
0.0 0.1 0.0
-0.1 0.1 -0.1

The gap between HOMO and LUMO comes out at 7.61 eV. The value obtained for the HOMO energy is -11.72 eV. Its total energy is -3607.7819 hartree. As for the LUMO energy: -4.11 eV. Its net charge is +1.

***

8 unconnected molecules or ions with the total composition C16H48FNO10S at a distorted geometry, computed with wB97M-V/def2-TZVPD.

CARTESIAN COORDINATES (ANGSTROEM)
O 1.51103 0.90834 -0.77414
S 0.59605 2.08656 -1.23748
O -0.09118 2.62380 0.06288
F 1.68194 3.33833 -1.79619
N -0.55299 1.66119 -2.48116
C -1.64650 0.73956 -1.98671
C -2.97501 1.65354 -1.54189
O -2.64755 3.08748 -1.66611
H -0.09501 1.30081 -3.35568
H -1.28021 0.05498 -1.08257
H -2.04594 0.05427 -2.87933
H -3.27229 1.39092 -0.43692
H -3.84171 1.44036 -2.32711
H -3.15532 3.54507 -0.91886
C -2.22599 5.76334 1.56296
C -2.41069 4.59301 2.50664
O -2.45139 3.37894 1.77154
H -3.04287 5.80327 0.83506
H -2.19710 6.70772 2.11385
H -1.29678 5.65875 0.99337
H -3.35081 4.69026 3.05775
H -1.59094 4.53859 3.22959
H -1.60880 3.29785 1.29250
C -2.64566 0.29831 5.22318
C -3.25274 1.66437 5.46749
O -2.36831 2.67689 5.01080
H -1.68514 0.20605 5.74049
H -3.31346 -0.49361 5.57400
H -2.44884 0.14700 4.15680
H -3.42744 1.82009 6.53625
H -4.20743 1.76913 4.94292
H -2.22634 2.53480 4.05914
C -0.75966 -4.11937 -0.26132
C -0.59379 -2.81227 -1.00852
O -1.63316 -1.91365 -0.65050
H -1.73000 -4.57238 -0.48926
H 0.03158 -4.82512 -0.52970
H -0.73206 -3.95330 0.82056
H -0.64397 -2.97965 -2.08855
H 0.36881 -2.34659 -0.77585
H -1.57465 -1.76494 0.30891
C 4.28464 2.52784 -4.32980
C 5.05483 1.66886 -3.34833
O 4.94943 2.21278 -2.04103
H 4.66881 3.55309 -4.32775
H 4.35965 2.12441 -5.34360
H 3.22765 2.58331 -4.04961
H 6.11423 1.63400 -3.61935
H 4.66817 0.64518 -3.33508
H 4.00569 2.23156 -1.80649
C 3.19890 -4.33227 0.75652
C 3.74164 -4.53544 -0.64294
O 2.95243 -3.81576 -1.57846
H 2.15910 -4.66943 0.81864
H 3.79383 -4.88449 1.48951
H 3.20594 -3.27066 1.02438
H 3.71239 -5.59479 -0.91485
H 4.77700 -4.18875 -0.71656
H 2.99185 -2.87537 -1.33328
C 0.79890 -1.59667 5.81585
C 1.34164 -1.79985 4.41638
O 0.55243 -1.08017 3.48086
H -0.24090 -1.93384 5.87796
H 1.39383 -2.14890 6.54884
H 0.80594 -0.53507 6.08370
H 1.31239 -2.85920 4.14447
H 2.37700 -1.45316 4.34276
H 0.59185 -0.13977 3.72604
C -1.24609 -2.79548 -5.36612
C -1.15862 -1.32791 -5.73070
O -1.12485 -0.53657 -4.55230
H -2.14229 -2.99063 -4.76824
H -1.27760 -3.41916 -6.26401
H -0.38625 -3.09552 -4.75830
H -2.03043 -1.02703 -6.31928
H -0.25826 -1.12231 -6.31780
H -0.34251 -0.80555 -4.04082

Cartesian forces, eV/Å:
-2.7 4.2 -3.1
1.0 -2.4 6.7
2.0 -1.2 -5.9
-2.6 -2.6 0.4
1.6 0.2 0.3
-1.8 -0.4 1.2
0.2 -0.1 -0.4
-1.5 -0.8 1.9
-0.2 0.6 1.3
-0.9 1.6 -2.3
1.5 1.7 2.1
0.4 0.5 -2.2
1.7 0.2 1.9
1.2 -1.0 -1.5
0.0 0.2 -0.1
0.2 0.3 -0.2
0.0 -0.5 -0.1
0.0 0.0 0.2
0.0 0.0 -0.1
0.0 0.0 0.1
0.1 -0.2 -0.1
-0.1 0.2 0.1
-0.3 -0.1 0.0
0.0 -0.2 0.1
0.2 -0.1 -0.3
0.1 0.2 -0.1
-0.2 0.0 0.0
0.1 0.0 -0.1
-0.1 0.0 0.1
0.1 0.1 -0.2
-0.1 -0.1 0.1
-0.1 0.1 0.3
0.0 -0.3 0.0
0.1 -0.2 0.4
-0.3 0.1 0.4
0.1 0.1 -0.1
-0.1 0.1 0.1
0.1 0.0 -0.1
-0.1 0.1 0.1
0.1 -0.1 -0.1
0.0 -0.1 -0.4
0.0 0.1 -0.3
-0.3 0.2 0.1
-0.1 0.0 0.2
0.0 -0.2 0.0
-0.1 0.1 0.0
0.1 -0.1 -0.1
-0.1 0.0 0.2
0.1 -0.1 -0.2
0.5 0.0 0.0
0.0 -0.1 0.2
0.0 0.3 0.2
-0.2 0.3 -0.3
0.2 0.0 0.0
-0.1 0.1 0.0
0.1 -0.1 0.0
-0.1 0.2 -0.1
0.1 -0.2 0.1
0.0 -0.5 -0.1
0.0 -0.1 0.2
-0.1 0.3 0.2
-0.1 0.3 -0.2
0.2 0.0 0.0
-0.1 0.1 0.0
0.1 -0.1 0.0
-0.1 0.2 -0.1
0.1 -0.2 0.1
0.0 -0.5 -0.2
-0.1 -0.2 0.0
0.2 -0.4 -0.1
0.4 0.3 0.1
0.1 0.1 -0.1
0.0 0.0 0.1
0.0 0.0 -0.1
0.1 0.1 0.2
-0.1 -0.1 -0.2
-0.4 -0.1 -0.2

The gap between HOMO and LUMO comes out at 9.03 eV. The value obtained for the HOMO energy is -9.95 eV. Its total energy is -1943.4012 hartree. As for the LUMO energy: -0.92 eV. The SMILES is O=S(=O)(F)NCCO.CCO.CCO.CCO.CCO.CCO.CCO.CCO. Its net charge is 0. The value obtained for the energy above the lowest of the compared OMol25 structures with the same formula, charge and spin is 2.9745 eV.